[1]
Here is a 11-piece molecular cluster, C25H69N6O16 overall in a non-equilibrium geometry from the Open Molecules 2025 dataset. Energies are from ωB97M-V/def2-TZVPD.

```
116
C25H69N6O16 | the Open Molecules 2025 dataset | ωB97M-V/def2-TZVPD
O -1.6153 4.1924 -4.0021
O -4.3903 -0.3149 -5.7811
O 1.6837 -2.3756 3.2989
O -1.7692 -1.6143 -4.6093
O -0.3721 -1.1961 -2.2868
O 3.1150 4.7027 1.5066
O 2.8708 -2.5018 6.1379
O -0.3788 -5.7126 -3.2243
O 3.5030 -2.8676 -5.1802
O -2.9580 -0.0280 2.1064
O 0.0664 -2.9287 5.8341
O -0.7047 3.9731 0.9814
O -3.9110 3.2045 -3.3218
O 1.8133 -4.4964 -2.5223
O 0.6346 -0.0157 5.2834
O 5.7938 3.9966 -2.5894
N 0.5328 -0.0338 0.4059
N -1.5858 -4.6251 -1.6838
N 1.5386 3.3824 2.4797
N -3.7421 -0.2235 4.1395
N -2.5073 4.3156 -0.3147
N 7.1029 3.0095 -1.0703
C 1.2411 1.2263 -0.2479
C 2.8004 3.8065 2.2661
C 3.3352 -1.8255 5.0348
C -3.5250 0.4611 3.0689
C -1.0206 -0.0653 -1.7489
C -2.6658 -6.5514 -2.8663
C 5.9238 3.2372 -1.6273
C -3.1115 -2.0053 -4.3919
C 1.2435 -1.3733 0.1909
C 3.7702 3.2612 3.3321
C -1.8360 2.8925 -4.5820
C -0.9347 -0.0942 -0.1989
C -3.7114 2.0234 3.1475
C -1.8881 5.7593 1.6392
C 2.5864 -2.8932 -4.1168
C 4.7719 2.7305 -0.9146
C -0.8995 -1.9240 5.5633
C 2.8997 -4.2352 -3.3968
C -0.5519 -0.4632 5.9733
C -3.2872 2.4035 -4.3616
C -1.3919 -5.6348 -2.5850
C 3.0286 -2.5036 3.6378
C -1.6630 4.6235 0.7299
C 0.1717 0.3919 1.8689
C -3.9712 -1.6473 -5.5915
H -1.4073 0.8458 0.0857
H -0.8639 -1.3099 -3.1034
H 1.6033 -1.6673 -0.7951
H 1.9386 -2.6556 5.9679
H -3.4886 -1.9408 -6.5237
H -0.5484 0.8203 -2.1741
H -1.6113 3.0746 -5.6329
H -1.7452 -2.3623 6.0931
H -1.0961 6.4933 1.4902
H 7.1285 2.6459 -0.1284
H 3.5380 -1.9236 2.8683
H 3.1005 2.8009 4.0585
H -0.3822 -3.7636 5.6813
H 4.3900 -1.9804 5.2621
H 2.6428 -1.9939 -3.5036
H 7.9329 3.4708 -1.4145
H -3.4675 -1.4228 -3.5422
H -3.1806 2.6082 3.8988
H -0.8979 -3.8874 -1.7357
H -4.2376 2.6728 -2.5923
H 3.5752 -3.4445 3.7014
H 3.7983 -4.3976 -2.8016
H -3.4366 4.7038 -0.3902
H -2.4231 4.4377 -3.5450
H 3.0080 -0.7925 5.1528
H 1.1586 -2.6276 4.0621
H -3.0590 -6.0681 -3.7607
H -2.2327 3.6531 -1.0259
H 0.9864 -4.7514 -2.9380
H -1.3870 0.1995 5.7464
H 2.8832 -5.0368 -4.1353
H -2.0685 -0.0561 -2.0490
H 4.2281 4.1502 3.7659
H -0.2343 -0.5198 2.3071
H 1.6524 -2.9613 -4.6746
H 0.7747 0.8955 5.5509
H -3.4684 2.4132 2.1591
H -4.7732 -2.3825 -5.6564
H -3.2646 -6.5851 -1.9562
H 1.0861 0.6592 2.3986
H -3.7848 -1.2134 3.9434
H -0.6367 1.1186 1.9502
H -1.4306 -0.9563 0.2473
H 1.3636 1.0874 -1.3221
H 1.2682 2.8785 3.3122
H 0.5523 -2.1453 0.5292
H -1.7158 5.3504 2.6348
H -2.9376 6.0536 1.6326
H 4.2024 -2.2498 -4.9547
H -2.3908 -4.7130 -1.0802
H 4.4497 2.5169 2.9170
H 0.5615 2.0663 -0.1038
H -4.0305 0.3581 4.9133
H -0.3829 -0.4684 7.0502
H -2.3837 -7.5712 -3.1282
H -1.0814 -2.0089 4.4919
H 4.3272 1.7995 -1.2663
H 2.0353 -1.2670 0.9324
H -1.0904 2.2645 -4.0943
H -3.0719 -3.0800 -4.2142
H 4.9511 2.4908 0.1335
H -4.7139 2.1971 3.5384
H 0.7854 3.7099 1.8919
H 3.9745 3.4543 -0.7461
H -4.5631 -0.1736 -6.7148
H -1.2599 -2.2055 -5.1686
H -3.2880 1.3385 -4.1297
H 2.1581 1.3179 0.3340
H -4.0545 2.5929 -5.1123
```

Computed properties:
Molecular weight: 709.9 g/mol
Total charge: +1
E: -68735.05288 eV



[2]
Here is C25H70N7NaO10 as an isolated structure in a non-equilibrium geometry from the Open Molecules 2025 dataset. Energies are from ωB97M-V/def2-TZVPD.

```
113
C25H70N7NaO10 | the Open Molecules 2025 dataset | ωB97M-V/def2-TZVPD
Na -1.8937 -3.3236 3.3338
O -2.1761 1.3179 -0.6301
O -2.1272 -0.3249 0.7473
O -1.2353 1.1710 -7.1875
O 1.6564 0.4406 8.6850
O 4.2236 4.3081 -2.7291
O 1.1605 -7.2262 -2.1477
O 4.7420 -0.8794 1.9589
O -10.0481 1.2134 3.8817
O -0.9018 -0.3888 -0.8939
O -4.6228 4.5335 -2.2381
N 1.1364 3.0160 -7.6637
N -1.7492 0.2415 -0.2594
N 2.9226 -10.4442 -1.8765
N 2.0704 -3.3384 1.2106
N 6.0350 7.0937 -4.1314
N -6.3286 1.0801 3.4191
N -1.2386 -1.3018 7.1746
C 2.0773 -8.2421 -2.4210
C 0.3939 -0.2995 8.6014
C -0.5606 0.9406 6.5918
C -8.6630 1.0263 4.1421
C 2.8178 -0.2804 8.2465
C 3.0396 4.1006 -1.9940
C 4.8242 0.5004 2.1054
C 1.1614 -6.0861 -2.9706
C -0.1431 3.3658 -6.9628
C -10.2622 2.6271 3.7245
C 6.8425 5.5485 -2.5517
C 3.4020 -2.8732 1.5959
C -1.4413 -0.1110 -6.6537
C -7.6959 1.1306 2.9104
C -7.9075 0.0444 1.7408
C 2.0062 -9.4001 -1.4345
C 4.3373 5.6251 -3.2005
C -0.1409 -0.4114 7.1898
C 2.5689 -9.1379 -0.0413
C 3.4886 -1.3562 1.6419
C -1.1311 4.0598 -7.9222
C 5.7477 5.7855 -3.6453
C 4.3615 -3.5232 0.6161
C -0.6899 2.1139 -6.2561
C -5.5188 5.1244 -1.3497
H 0.2625 1.6539 6.6341
H 6.9361 7.0391 -4.5843
H 3.1118 -7.9171 -2.5322
H 1.9713 -8.3605 0.4349
H -8.3703 1.6530 4.9845
H 4.0445 -4.5573 0.4810
H -8.2009 -0.9140 2.1690
H -7.0114 -0.1785 1.1616
H 4.0403 6.2809 -2.3821
H -7.7585 2.1042 2.4243
H 7.8621 5.7841 -2.8565
H 3.6268 -8.8775 -0.0765
H 1.8047 -8.6427 -3.3974
H 0.4966 -1.3080 9.0020
H 4.3627 0.6858 3.0753
H 0.6850 -0.7662 6.5732
H -8.8577 0.1857 1.2257
H 6.6099 6.2379 -1.7401
H -5.0620 5.8784 -0.7087
H 0.2649 -5.5313 -2.6940
H 3.5323 -3.2582 2.6073
H -0.5747 4.8654 -8.4013
H 0.8477 2.2203 -8.2148
H 0.9794 -9.7657 -1.4233
H 3.8466 -10.0377 -1.9099
H 5.3854 -3.5599 0.9880
H -9.9975 3.1972 4.6150
H 2.2248 4.4064 -2.6503
H 5.9758 5.1163 -4.4749
H -9.7768 3.0539 2.8468
H 2.5129 -9.9669 0.6641
H 2.8735 3.0332 -1.8486
H 0.1049 1.6279 -5.6902
H -0.9543 -2.2425 7.4078
H -1.4649 3.3958 -8.7197
H 1.6945 2.6114 -6.9255
H 4.2703 1.0692 1.3585
H 2.8871 4.6033 -1.0390
H 3.7191 0.3092 8.4144
H 2.0651 -5.5179 -2.7502
H -2.1278 -0.7285 -7.2328
H 6.7641 4.5308 -2.1693
H -6.2203 0.1166 3.7019
H -1.9025 0.0836 -5.6854
H -0.3203 0.1579 9.2861
H -11.3498 2.6760 3.6723
H -6.3870 5.5031 -1.8890
H 0.0620 4.0855 -6.1702
H -1.9899 4.5118 -7.4259
H 1.7761 -2.5923 0.5969
H 2.7056 -0.2732 7.1623
H 1.0770 -6.4241 -4.0034
H 3.2032 -0.9160 0.6864
H -1.4260 2.4160 -5.5112
H -5.9694 4.3650 -0.7107
H -8.6574 -0.0123 4.4728
H 5.3732 7.3643 -4.8448
H 3.5779 5.8230 -3.9570
H -1.3661 1.3503 7.2012
H 4.4652 -3.0910 -0.3792
H 5.8459 0.8789 2.1358
H 2.8107 -10.6258 -2.8637
H -0.5467 -0.7145 -6.5002
H -1.8857 -1.0198 7.8970
H -0.8878 0.8881 5.5534
H 2.7607 -0.9775 2.3594
H -5.6639 1.1283 2.6602
H -4.1259 3.8484 -1.7851
H 2.8123 -1.2642 8.7159
H 2.0830 -4.1591 0.6220
```

Computed properties:
Molecular weight: 651.9 g/mol
Total charge: 0
E: -62371.36280 eV



no.,HOMO energy (eV)
1,-11.0
2,-7.1